*1*
{"formula": "C5H10NOS", "method": "ωB97M-V with the def2-TZVPD basis set", "charge": -1, "homo_lumo_gap_ev": 4.13, "e_lumo_ev": 1.295, "species": ["C", "C", "S", "C", "N", "C", "C", "O", "H", "H", "H", "H", "H", "H", "H", "H", "H", "H"], "xyz": [[1.22, -0.25, 0.47], [1.88, 0.99, -0.08], [3.41, 0.55, -0.92], [0.03, 0.03, 1.47], [-1.10, 0.51, 0.83], [-1.78, -0.38, 0.11], [-1.50, -0.28, -1.60], [-1.49, -1.47, -2.03], [1.98, -0.86, 0.99], [0.91, -0.89, -0.36], [1.17, 1.49, -0.76], [2.09, 1.70, 0.72], [0.44, 0.74, 2.19], [-0.10, -0.92, 2.00], [-0.59, 0.33, -1.64], [-1.46, -1.40, 0.31], [-2.85, -0.32, 0.30], [-2.26, 0.42, -2.01]]}

***

*2*
{"formula": "C5H10NOS", "method": "ωB97M-V with the def2-TZVPD basis set", "charge": -1, "homo_lumo_gap_ev": 6.37, "smiles": "CCNC(=O)CC[S-]", "e_lumo_ev": 3.691, "species": ["C", "C", "S", "C", "N", "C", "C", "O", "H", "H", "H", "H", "H", "H", "H", "H", "H", "H"], "xyz": [[0.42, -1.63, 1.05], [-0.47, -2.04, -0.26], [0.40, -2.25, -1.74], [0.43, -0.20, 1.45], [0.64, 0.94, 0.71], [0.57, 1.17, -0.75], [-0.64, 2.07, -1.13], [0.29, -0.03, 2.69], [1.41, -2.19, 1.02], [-0.26, -1.93, 1.86], [-1.40, -1.32, -0.18], [-0.82, -3.02, 0.16], [0.38, 1.87, 1.18], [1.52, 1.66, -1.14], [0.36, 0.15, -1.13], [-0.33, 2.44, -2.08], [-1.59, 1.51, -1.36], [-0.91, 2.81, -0.33]]}

***

*2* is the most stable structure; the next one sits 79.1 kcal/mol above it.

***

*1*
{"formula": "C2H4N2S", "method": "ωB97M-V with the def2-TZVPD basis set", "homo_lumo_gap_ev": 8.37, "e_lumo_ev": -0.980, "species": ["C", "C", "N", "N", "S", "H", "H", "H", "H"], "xyz": [[-2.90, 0.37, 0.21], [1.78, -0.65, -0.01], [-3.53, -0.38, -0.36], [0.02, 1.41, 0.16], [1.08, 0.94, -0.74], [1.44, -1.55, -0.53], [1.55, -0.65, 1.05], [2.86, -0.72, -0.13], [-2.31, 1.22, 0.36]]}

***

*2*
{"formula": "C2H4N2S", "method": "ωB97M-V with the def2-TZVPD basis set", "homo_lumo_gap_ev": [7.99, 7.99], "smiles": "[H]/N=N/SC=C", "e_lumo_ev": [-0.427, -0.426], "species": ["C", "C", "N", "N", "S", "H", "H", "H", "H"], "xyz": [[-1.09, 1.13, 0.72], [-0.27, 0.41, -0.04], [2.96, -1.83, -0.46], [1.80, -1.51, -0.47], [1.46, 0.57, 0.10], [-2.25, 1.18, 0.68], [-0.71, 1.97, 1.38], [-0.36, -0.60, -0.62], [3.03, -2.82, -0.57]]}

***

*1* is the most stable structure; the next one sits 10.5 kcal/mol above it.

***

*1*
{"formula": "C2H4N2S", "method": "ωB97M-V with the def2-TZVPD basis set", "homo_lumo_gap_ev": 9.39, "e_lumo_ev": 0.803, "species": ["C", "C", "N", "N", "S", "H", "H", "H", "H"], "xyz": [[-1.99, 0.22, 1.78], [0.20, -0.47, 0.03], [-2.12, 1.35, 1.86], [0.02, -0.63, -1.28], [1.43, -1.39, 0.64], [-2.15, -0.78, 1.73], [-0.69, -0.21, -1.75], [0.65, -1.08, -2.00], [1.30, -1.03, 1.82]]}

***

*2*
{"formula": "C2H4N2S", "method": "ωB97M-V with the def2-TZVPD basis set", "homo_lumo_gap_ev": [8.65, 6.56], "e_lumo_ev": [-1.788, -2.684], "species": ["C", "C", "N", "N", "S", "H", "H", "H", "H"], "xyz": [[0.73, -0.83, -1.84], [0.62, 0.47, 1.11], [0.67, -1.37, -2.85], [-0.39, -0.36, 0.32], [-1.73, 0.46, 0.11], [0.60, 1.33, 0.60], [0.28, 0.69, 2.15], [1.61, -0.08, 1.20], [-2.39, -0.32, -0.81]]}

***

*1* is the most stable structure; the next one sits 60.5 kcal/mol above it.

***

*1*
{"formula": "C4H9N2O4P", "method": "ωB97M-V with the def2-TZVPD basis set", "homo_lumo_gap_ev": [7.52, 7.52], "e_lumo_ev": [-0.026, 0.297], "species": ["C", "C", "C", "C", "N", "N", "O", "O", "O", "O", "P", "H", "H", "H", "H", "H", "H", "H", "H", "H"], "xyz": [[-1.83, -0.25, 0.20], [2.17, -0.50, 0.03], [-3.59, 1.22, -0.33], [3.53, 1.40, 0.18], [-0.74, -0.49, 1.01], [0.03, -1.52, 0.90], [-2.16, -0.95, -0.73], [2.56, -1.07, -0.93], [-2.45, 0.86, 0.45], [2.38, 0.56, 0.59], [-0.31, -2.69, -0.14], [-4.45, 1.47, 0.37], [-3.67, 0.52, -1.23], [-3.44, 2.09, -0.91], [3.40, 2.34, 0.57], [3.76, 1.55, -0.95], [4.46, 1.00, 0.56], [-0.47, 0.14, 1.74], [0.81, -3.47, 0.10], [0.01, -2.22, -1.48]]}

***

*2*
{"formula": "C4H9N2O4P", "method": "ωB97M-V with the def2-TZVPD basis set", "homo_lumo_gap_ev": 10.60, "e_lumo_ev": 0.588, "species": ["C", "C", "C", "C", "N", "N", "O", "O", "O", "O", "P", "H", "H", "H", "H", "H", "H", "H", "H", "H"], "xyz": [[-0.89, 1.04, -0.16], [-1.49, -0.24, 1.31], [-2.18, 0.92, 0.59], [2.72, -1.98, -0.82], [-0.28, 0.05, 0.39], [-3.43, 0.58, -0.13], [2.85, -0.01, 1.30], [-0.53, 1.94, -1.04], [2.04, 1.77, -0.44], [2.22, -0.70, -1.06], [2.20, 0.38, 0.07], [-1.42, -0.16, 2.46], [-1.65, -1.37, 1.23], [-2.33, 1.82, 1.25], [2.09, -2.57, -1.57], [2.60, -2.31, 0.24], [3.83, -2.14, -1.19], [0.49, 1.87, -1.01], [-3.24, -0.22, -0.60], [-3.59, 1.33, -0.84]]}

***

*2* is the most stable structure; the next one sits 122.9 kcal/mol above it.

***

*1*
{"formula": "C4H10N4", "method": "ωB97M-V with the def2-TZVPD basis set", "charge": 2, "homo_lumo_gap_ev": 11.10, "e_lumo_ev": -8.509, "species": ["C", "C", "C", "C", "N", "N", "N", "N", "H", "H", "H", "H", "H", "H", "H", "H", "H", "H"], "xyz": [[-1.09, 1.08, 0.90], [1.37, 0.36, 0.10], [-2.10, -0.04, -0.68], [-0.32, -0.23, 0.81], [-2.04, 1.11, 0.07], [2.28, -0.53, 0.16], [1.31, 1.52, -0.45], [-1.08, -1.11, -0.03], [-0.92, 1.97, 1.56], [-3.11, -0.24, -0.88], [-1.58, 0.14, -1.62], [-0.02, -0.67, 1.76], [2.14, -1.12, 1.00], [3.17, -0.64, -0.40], [0.43, 2.14, -0.35], [2.17, 1.89, -1.01], [-1.72, -1.53, 0.69], [-0.86, -1.86, -0.72]]}

***

*2*
{"formula": "C4H10N4", "method": "ωB97M-V with the def2-TZVPD basis set", "charge": 2, "homo_lumo_gap_ev": [8.37, 8.37], "e_lumo_ev": [-9.508, -9.508], "species": ["C", "C", "C", "C", "N", "N", "N", "N", "H", "H", "H", "H", "H", "H", "H", "H", "H", "H"], "xyz": [[0.66, 1.86, -0.08], [-1.22, -0.51, 0.19], [-0.88, 1.87, 0.06], [1.12, -0.40, 0.37], [1.39, 0.86, 0.11], [-1.60, 0.65, -0.24], [-1.83, -1.64, 0.06], [2.07, -1.39, -0.28], [1.25, 2.73, -0.24], [-0.76, 2.21, 1.08], [-1.50, 2.58, -0.53], [1.02, -0.62, 1.35], [-2.52, 0.67, -0.58], [-1.39, -2.47, 0.38], [-2.64, -1.63, -0.49], [2.11, -1.14, -1.25], [1.76, -2.31, 0.01], [2.96, -1.31, 0.09]]}

***

*3*
{"formula": "C4H10N4", "method": "ωB97M-V with the def2-TZVPD basis set", "charge": 2, "homo_lumo_gap_ev": [6.57, 8.11], "e_lumo_ev": [-9.777, -8.819], "species": ["C", "C", "C", "C", "N", "N", "N", "N", "H", "H", "H", "H", "H", "H", "H", "H", "H", "H"], "xyz": [[4.14, 1.51, -0.63], [-1.64, 0.38, 0.48], [-2.64, 0.49, -0.62], [1.19, -2.33, -0.38], [-0.37, 0.23, 0.34], [3.16, 0.96, -0.49], [-2.11, 0.57, 1.72], [0.68, 0.02, -0.03], [5.12, 2.04, -0.78], [-2.17, 1.04, -1.46], [-3.53, 0.92, -0.32], [-3.00, -0.46, -1.07], [0.42, -3.07, -0.59], [1.78, -1.97, -1.13], [1.40, -2.40, 0.60], [-2.87, 1.15, 2.01], [-1.73, 0.31, 2.60], [2.16, 0.62, -0.22]]}

***

*1* is the most stable structure; the next one sits 21.9 kcal/mol above it.